Below is an isolated molecule of C3H6N2O, with properties calculated with the ωB97M-V functional and the def2-TZVPD basis.

```
12
C3H6N2O | the OMol25 dataset | the ωB97M-V functional and the def2-TZVPD basis
N 2.13895 -0.01809 0.12958
C 1.26068 0.90068 0.61002
O 1.51952 2.05206 0.90849
C -0.16689 0.42100 0.60563
C -1.78670 -0.80153 -0.54004
N -0.43619 -0.60376 -0.08340
H 3.00545 0.32556 -0.25413
H 1.72459 -0.84556 -0.28023
H -0.90798 1.11117 1.03123
H -1.75134 -0.51418 -1.59660
H -2.53137 -0.17223 -0.03293
H -2.06870 -1.85512 -0.49762
```

Values from the calculation:
- Energy relative to the best compared isomer or geometry (same formula, charge and spin): 21.9 kcal/mol
- Orbital gap: 10.4 eV
- Spin multiplicity: 1
- Total charge: 0
- Highest occupied orbital energy: -9.88 eV
- DFT total energy: -302.65817 Ha

Löwdin population analysis, charges in e, atoms 1 to 2: N 0.15; C -0.53